{
  "formula": "C32H51CrNO4P2SSi",
  "method": "the ωB97M-V functional and the def2-TZVPD basis",
  "elements": ["C", "C", "C", "C", "C", "C", "C", "C", "C", "C", "C", "C", "C", "H", "H", "H", "H", "H", "H", "H", "N", "Cr", "C", "H", "H", "C", "H", "H", "P", "P", "C", "H", "H", "H", "C", "H", "H", "H", "C", "H", "H", "H", "C", "H", "H", "H", "C", "O", "H", "C", "C", "C", "C", "O", "Si", "S", "O", "C", "C", "C", "C", "O", "C", "C", "C", "C", "H", "H", "H", "H", "H", "H", "H", "H", "H", "H", "H", "H", "H", "H", "H", "H", "H", "H", "H", "H", "H", "H", "H", "H", "H", "H", "H"],
  "xyz": [[-1.03, 3.66, -4.18], [-1.01, 2.27, -4.23], [0.21, 1.63, -4.44], [1.33, 2.37, -5.01], [1.26, 3.80, -5.05], [0.10, 4.41, -4.56], [2.21, 1.40, -5.70], [2.69, 0.36, -4.75], [1.52, -0.30, -4.19], [1.63, -1.61, -3.72], [2.90, -2.12, -3.45], [4.06, -1.41, -3.82], [3.99, -0.19, -4.53], [-1.95, 4.15, -3.83], [2.08, 4.43, -5.45], [-0.01, 5.51, -4.53], [2.65, 1.58, -6.71], [2.97, -3.08, -2.94], [5.03, -1.89, -3.60], [4.92, 0.28, -4.89], [0.28, 0.32, -3.91], [-0.68, -0.01, -1.56], [-2.18, 1.33, -4.01], [-2.00, 0.37, -4.50], [-3.12, 1.74, -4.33], [0.31, -2.30, -3.47], [-0.47, -1.90, -4.12], [0.37, -3.38, -3.58], [-2.39, 0.94, -2.27], [-0.28, -2.05, -1.79], [0.96, -2.74, -0.69], [0.86, -2.35, 0.34], [0.85, -3.83, -0.68], [1.96, -2.47, -1.06], [-1.75, -3.07, -1.53], [-1.42, -4.11, -1.42], [-2.29, -2.76, -0.62], [-2.43, -2.98, -2.38], [-2.77, 2.50, -1.45], [-3.78, 2.81, -1.75], [-2.73, 2.39, -0.36], [-2.04, 3.26, -1.75], [-3.87, -0.08, -2.10], [-3.99, -0.42, -1.06], [-4.74, 0.53, -2.39], [-3.80, -0.96, -2.74], [0.91, 0.95, -1.83], [1.85, 1.66, -2.02], [1.43, 0.82, -6.10], [-0.99, -3.21, 3.83], [-1.79, -1.98, 4.23], [-3.16, -1.99, 3.57], [-1.95, -1.97, 5.75], [-1.10, -0.75, 3.89], [-0.34, -0.25, 2.51], [-1.58, -0.16, 0.85], [0.31, 1.23, 2.90], [-0.27, 2.48, 3.35], [-1.07, 3.11, 2.22], [-1.16, 2.27, 4.57], [0.90, 3.39, 3.73], [0.92, -1.30, 2.26], [2.26, -1.19, 2.82], [3.03, -0.14, 2.03], [2.20, -0.82, 4.30], [2.92, -2.56, 2.66], [-1.52, -4.10, 4.18], [0.00, -3.20, 4.30], [-0.88, -3.29, 2.74], [-3.70, -2.89, 3.87], [-3.75, -1.12, 3.89], [-3.08, -1.97, 2.47], [-0.96, -1.97, 6.24], [-2.52, -1.10, 6.08], [-2.48, -2.87, 6.07], [-1.94, 2.48, 1.96], [-1.44, 4.09, 2.54], [-0.45, 3.24, 1.33], [-0.61, 1.78, 5.38], [-1.49, 3.25, 4.94], [-2.05, 1.68, 4.33], [1.47, 2.95, 4.56], [1.56, 3.54, 2.87], [0.52, 4.36, 4.06], [2.60, 0.86, 2.19], [4.08, -0.12, 2.38], [3.02, -0.37, 0.96], [1.58, -1.53, 4.86], [3.22, -0.86, 4.72], [1.82, 0.20, 4.44], [2.35, -3.33, 3.20], [2.99, -2.84, 1.60], [3.93, -2.52, 3.08]],
  "e_homo_ev": [-10.1, -10.3],
  "orbital_gap_ha": [0.1773, 0.2080],
  "e_tot_ha": -4020.3668,
  "lumo_energy_ev": [-5.3, -4.6],
  "spin_multiplicity": 4,
  "charge": 1,
  "s_squared": 4.0652,
  "max_force_ha_per_bohr": 0.166
}

{
  "formula": "C32H51InO22PS",
  "method": "the ωB97M-V functional and the def2-TZVPD basis",
  "elements": ["C", "C", "In", "O", "C", "C", "P", "S", "H", "H", "H", "H", "H", "H", "H", "H", "H", "C", "C", "C", "O", "C", "O", "O", "H", "H", "H", "H", "H", "H", "C", "C", "C", "O", "C", "O", "O", "H", "H", "H", "H", "H", "H", "C", "C", "C", "O", "C", "O", "O", "H", "H", "H", "H", "H", "H", "C", "C", "C", "O", "C", "O", "O", "H", "H", "H", "H", "H", "H", "C", "C", "C", "O", "C", "O", "O", "H", "H", "H", "H", "H", "H", "C", "C", "C", "O", "C", "O", "O", "H", "H", "H", "H", "H", "H", "C", "C", "C", "O", "C", "O", "O", "H", "H", "H", "H", "H", "H"],
  "xyz": [[9.45, 0.01, 0.50], [9.46, -1.19, 0.68], [9.62, -3.33, 1.24], [8.13, -4.37, 0.26], [7.10, -4.83, 1.11], [6.33, -3.69, 1.76], [11.95, -4.21, 0.70], [12.33, -5.83, 1.80], [9.50, 1.07, 0.63], [9.36, -3.44, 2.97], [6.39, -5.39, 0.50], [7.52, -5.50, 1.86], [6.87, -3.22, 2.58], [5.42, -4.11, 2.20], [6.03, -2.97, 1.00], [12.91, -3.23, 1.03], [12.13, -4.51, -0.66], [4.80, 0.99, -0.52], [4.35, -0.44, -0.39], [3.24, -0.85, -1.33], [2.59, -1.90, -0.60], [2.80, -1.66, 0.72], [2.24, -2.23, 1.59], [3.72, -0.69, 0.89], [5.35, 1.13, -1.45], [3.93, 1.66, -0.51], [5.44, 1.26, 0.32], [5.21, -1.12, -0.46], [3.61, -1.22, -2.29], [2.52, -0.05, -1.49], [-0.64, -1.00, 1.31], [-1.87, -1.76, 1.72], [-2.73, -2.22, 0.57], [-4.04, -2.28, 1.18], [-4.05, -1.39, 2.20], [-5.03, -1.06, 2.79], [-2.81, -0.93, 2.45], [0.08, -1.67, 0.85], [-0.90, -0.21, 0.61], [-0.16, -0.53, 2.17], [-1.60, -2.60, 2.37], [-2.45, -3.18, 0.17], [-2.76, -1.49, -0.24], [-7.42, -2.18, 4.45], [-7.93, -3.59, 4.53], [-9.00, -3.95, 3.53], [-9.72, -4.99, 4.23], [-9.57, -4.77, 5.55], [-10.19, -5.33, 6.40], [-8.63, -3.83, 5.78], [-6.82, -2.03, 3.55], [-8.26, -1.47, 4.43], [-6.81, -1.94, 5.31], [-7.10, -4.30, 4.48], [-8.60, -4.33, 2.59], [-9.68, -3.13, 3.34], [5.54, 6.87, -0.48], [5.24, 5.53, -1.10], [4.61, 5.60, -2.47], [3.83, 4.39, -2.50], [3.50, 4.09, -1.22], [2.70, 3.27, -0.91], [4.20, 4.85, -0.36], [6.37, 7.35, -1.00], [4.65, 7.50, -0.52], [5.82, 6.75, 0.57], [6.12, 4.89, -1.11], [5.33, 5.61, -3.28], [3.93, 6.44, -2.58], [1.35, 1.72, -3.97], [0.83, 0.30, -4.01], [-0.19, 0.01, -5.08], [-0.95, -1.06, -4.49], [-0.86, -0.93, -3.15], [-1.52, -1.53, -2.36], [0.07, -0.01, -2.82], [1.99, 1.91, -4.83], [0.52, 2.43, -3.98], [1.91, 1.90, -3.06], [1.66, -0.40, -4.06], [0.24, -0.30, -6.02], [-0.87, 0.85, -5.25], [-11.45, -2.48, -1.23], [-9.98, -2.81, -1.28], [-9.61, -3.96, -2.19], [-8.42, -4.46, -1.57], [-8.49, -4.16, -0.25], [-7.76, -4.59, 0.59], [-9.51, -3.30, -0.01], [-11.77, -2.02, -2.17], [-12.04, -3.37, -1.05], [-11.65, -1.78, -0.42], [-9.40, -1.92, -1.53], [-9.40, -3.66, -3.21], [-10.36, -4.76, -2.18], [-1.25, 7.38, 0.58], [-0.22, 7.63, -0.50], [0.51, 6.40, -0.98], [1.76, 6.96, -1.42], [1.98, 8.08, -0.70], [3.01, 8.67, -0.67], [0.87, 8.43, -0.01], [-2.11, 6.85, 0.18], [-0.82, 6.79, 1.39], [-1.58, 8.33, 1.01], [-0.68, 8.17, -1.33], [0.02, 5.89, -1.80], [0.72, 5.68, -0.18]],
  "e_homo_ev": -4.5,
  "orbital_gap_ha": 0.2122,
  "e_tot_ha": -3835.0057,
  "lumo_energy_ev": 1.2,
  "charge": -1,
  "max_force_ha_per_bohr": 0.020
}

{
  "formula": "C32H51N3O15",
  "method": "the ωB97M-V functional and the def2-TZVPD basis",
  "elements": ["C", "C", "C", "O", "C", "O", "O", "H", "H", "H", "H", "H", "H", "C", "C", "C", "O", "C", "O", "O", "H", "H", "H", "H", "H", "H", "C", "C", "C", "O", "C", "O", "O", "H", "H", "H", "H", "H", "H", "C", "C", "C", "O", "C", "O", "O", "H", "H", "H", "H", "H", "H", "C", "C", "C", "O", "C", "O", "O", "H", "H", "H", "H", "H", "H", "C", "C", "C", "C", "N", "H", "H", "H", "H", "H", "H", "H", "C", "C", "C", "C", "N", "H", "H", "H", "H", "H", "H", "H", "C", "C", "C", "C", "N", "H", "H", "H", "H", "H", "H", "H"],
  "xyz": [[-0.68, -10.84, 23.88], [-1.20, -11.63, 25.04], [-2.18, -12.75, 24.72], [-1.50, -13.93, 24.99], [-0.30, -13.62, 25.57], [0.48, -14.43, 26.05], [-0.14, -12.33, 25.68], [0.06, -10.09, 24.28], [-1.40, -10.31, 23.24], [-0.07, -11.39, 23.18], [-1.70, -10.87, 25.67], [-2.50, -12.64, 23.66], [-3.03, -12.72, 25.34], [2.84, -11.22, 25.13], [2.58, -9.75, 25.54], [1.54, -9.64, 26.60], [2.07, -8.54, 27.32], [3.34, -8.31, 27.01], [3.99, -7.43, 27.52], [3.71, -9.10, 26.02], [1.96, -11.43, 24.51], [2.88, -11.90, 25.99], [3.71, -11.38, 24.44], [2.37, -9.14, 24.66], [1.52, -10.53, 27.21], [0.50, -9.35, 26.25], [0.15, -7.01, 24.00], [1.02, -6.01, 23.19], [1.22, -4.64, 23.82], [2.41, -4.96, 24.52], [3.00, -6.01, 23.97], [4.16, -6.33, 24.22], [2.31, -6.58, 23.15], [-0.81, -6.69, 23.97], [0.47, -7.25, 25.02], [0.19, -7.96, 23.56], [0.66, -5.85, 22.16], [0.48, -4.47, 24.54], [1.28, -3.82, 23.09], [-7.48, -14.99, 21.77], [-6.21, -15.15, 22.60], [-5.05, -14.22, 22.11], [-4.78, -13.43, 23.20], [-5.63, -13.63, 24.16], [-5.60, -13.05, 25.25], [-6.47, -14.56, 23.87], [-7.33, -15.47, 20.83], [-7.74, -13.97, 21.63], [-8.28, -15.51, 22.22], [-5.86, -16.16, 22.75], [-5.45, -13.56, 21.36], [-4.26, -14.79, 21.63], [-4.49, -9.64, 21.90], [-4.63, -9.06, 23.29], [-4.80, -10.15, 24.36], [-4.04, -9.69, 25.40], [-3.25, -8.75, 24.93], [-2.47, -8.16, 25.65], [-3.50, -8.39, 23.70], [-4.33, -8.90, 21.13], [-5.45, -10.22, 21.73], [-3.65, -10.30, 21.75], [-5.51, -8.39, 23.33], [-4.43, -11.17, 24.02], [-5.85, -10.23, 24.70], [2.53, -9.70, 21.98], [4.00, -9.42, 22.35], [4.57, -8.19, 21.59], [4.54, -8.44, 20.14], [4.52, -8.63, 18.98], [1.90, -8.88, 22.23], [2.12, -10.47, 22.62], [2.41, -9.85, 20.91], [4.60, -10.27, 22.14], [4.19, -9.22, 23.39], [5.59, -7.93, 21.87], [3.97, -7.27, 21.60], [-0.89, -11.07, 17.57], [-0.65, -10.34, 18.88], [-0.28, -11.33, 20.06], [-1.40, -12.06, 20.67], [-2.26, -12.66, 21.12], [-0.20, -11.84, 17.30], [-0.94, -10.49, 16.67], [-1.87, -11.57, 17.71], [-1.36, -9.62, 19.14], [0.23, -9.73, 18.71], [0.22, -10.84, 20.84], [0.28, -12.14, 19.64], [-1.06, -17.34, 22.03], [0.02, -16.31, 22.48], [-0.53, -14.94, 22.13], [0.49, -13.95, 22.21], [1.31, -13.17, 22.32], [-2.02, -17.18, 22.45], [-0.63, -18.38, 22.31], [-1.08, -17.20, 20.98], [0.92, -16.47, 22.03], [0.19, -16.40, 23.56], [-1.34, -14.60, 22.77], [-0.83, -15.09, 21.04]],
  "e_homo_ev": -10.2,
  "orbital_gap_ha": 0.3730,
  "e_tot_ha": -2542.7556,
  "lumo_energy_ev": 0.0,
  "smiles": "C[C@H]1COC(=O)O1.C[C@H]1COC(=O)O1.C[C@H]1COC(=O)O1.C[C@H]1COC(=O)O1.C[C@H]1COC(=O)O1.CCCC#N.CCCC#N.CCCC#N",
  "relative_energy_kcal_mol": 16.1,
  "max_force_ha_per_bohr": 0.190
}

{
  "formula": "C32H51N4O2P2Pb",
  "method": "the ωB97M-V functional and the def2-TZVPD basis",
  "elements": ["C", "C", "C", "C", "C", "H", "H", "H", "N", "P", "P", "C", "H", "H", "C", "O", "C", "H", "C", "C", "C", "C", "C", "H", "H", "H", "C", "H", "H", "H", "C", "H", "H", "H", "C", "H", "H", "H", "C", "H", "H", "H", "C", "H", "H", "H", "C", "H", "H", "H", "C", "H", "H", "H", "C", "H", "H", "H", "C", "H", "H", "H", "C", "H", "H", "H", "C", "H", "H", "H", "Pb", "N", "C", "C", "C", "C", "C", "H", "C", "H", "C", "H", "H", "H", "N", "C", "N", "O", "H", "H", "H", "H"],
  "xyz": [[0.54, 1.92, -2.26], [-1.35, 0.55, -2.11], [0.23, 2.24, -3.58], [-1.70, 0.86, -3.42], [-0.91, 1.73, -4.18], [0.91, 2.88, -4.10], [-2.59, 0.42, -3.84], [-1.18, 1.99, -5.20], [-0.36, 1.25, -1.55], [2.59, 1.02, -0.36], [-2.39, -0.05, 0.60], [1.88, 2.26, -1.56], [2.67, 2.50, -2.29], [1.71, 3.17, -0.96], [1.33, -0.74, 3.01], [1.34, -1.13, 4.09], [-2.00, -0.57, -1.26], [-2.98, -0.87, -1.69], [-3.01, -1.59, 1.58], [-3.51, 1.46, 0.72], [3.27, -0.49, -1.32], [3.87, 1.84, 0.79], [-1.85, -2.25, 2.36], [-1.55, -1.69, 3.25], [-2.17, -3.25, 2.69], [-0.97, -2.41, 1.73], [-4.07, -1.19, 2.61], [-3.66, -0.56, 3.40], [-4.92, -0.68, 2.15], [-4.47, -2.09, 3.10], [-3.58, -2.62, 0.59], [-4.27, -3.30, 1.12], [-4.13, -2.17, -0.23], [-2.78, -3.23, 0.17], [-3.59, 1.92, 2.21], [-2.72, 1.61, 2.80], [-3.61, 3.02, 2.28], [-4.49, 1.57, 2.71], [-2.89, 2.61, -0.11], [-1.82, 2.74, 0.10], [-3.00, 2.44, -1.18], [-3.38, 3.56, 0.15], [-4.87, 1.01, 0.13], [-4.91, -0.02, -0.25], [-5.67, 1.10, 0.87], [-5.13, 1.64, -0.73], [4.32, 0.80, 1.86], [4.60, 1.30, 2.80], [3.52, 0.09, 2.13], [5.19, 0.22, 1.54], [3.24, 3.04, 1.51], [2.69, 3.69, 0.83], [2.56, 2.72, 2.31], [4.03, 3.68, 1.92], [5.03, 2.38, -0.06], [5.36, 3.36, 0.32], [5.91, 1.73, -0.04], [4.77, 2.57, -1.11], [2.18, -1.08, -2.26], [2.58, -1.14, -3.29], [1.87, -2.09, -1.96], [1.27, -0.48, -2.31], [3.74, -1.57, -0.33], [2.99, -1.81, 0.44], [3.95, -2.51, -0.87], [4.67, -1.30, 0.19], [4.44, 0.00, -2.18], [4.12, 0.81, -2.85], [5.29, 0.36, -1.60], [4.81, -0.82, -2.82], [0.35, 0.10, 0.75], [-0.14, -1.90, -0.20], [-1.04, -1.82, -1.08], [-1.23, -3.03, -1.95], [-0.59, -4.19, -1.49], [-1.95, -3.00, -3.15], [-0.71, -5.38, -2.21], [0.01, -4.14, -0.59], [-2.05, -4.19, -3.88], [-2.37, -2.05, -3.48], [-1.44, -5.37, -3.41], [-0.22, -6.26, -1.81], [-2.60, -4.19, -4.82], [-1.53, -6.29, -3.97], [0.27, 3.35, 4.13], [0.91, 2.14, 3.97], [1.99, 1.74, 4.71], [0.43, 1.31, 3.13], [0.54, 4.02, 4.86], [-0.30, 3.69, 3.35], [2.33, 0.81, 4.44], [2.39, 2.24, 5.51]],
  "e_homo_ev": -8.3,
  "orbital_gap_ha": 0.2277,
  "e_tot_ha": -2494.7387,
  "lumo_energy_ev": -2.1,
  "charge": 1,
  "relative_energy_kcal_mol": 56.9,
  "max_force_ha_per_bohr": 0.077
}

{
  "formula": "C32H51N4OP2STi",
  "method": "the ωB97M-V functional and the def2-TZVPD basis",
  "elements": ["C", "C", "C", "C", "C", "H", "H", "H", "N", "P", "P", "C", "H", "H", "C", "O", "C", "H", "C", "C", "C", "C", "C", "H", "H", "H", "C", "H", "H", "H", "C", "H", "H", "H", "C", "H", "H", "H", "C", "H", "H", "H", "C", "H", "H", "H", "C", "H", "H", "H", "C", "H", "H", "H", "C", "H", "H", "H", "C", "H", "H", "H", "C", "H", "H", "H", "C", "H", "H", "H", "Ti", "N", "C", "C", "C", "C", "C", "H", "C", "H", "C", "H", "H", "H", "N", "C", "N", "S", "H", "H", "H", "H"],
  "xyz": [[2.18, 1.20, 1.40], [2.39, -0.61, -0.10], [3.49, 1.02, 1.82], [3.68, -0.85, 0.31], [4.25, 0.00, 1.27], [3.89, 1.67, 2.60], [4.25, -1.68, -0.12], [5.28, -0.16, 1.59], [1.68, 0.43, 0.41], [-0.54, 1.56, 2.02], [0.45, -0.59, -2.20], [1.22, 2.20, 2.03], [1.58, 2.48, 3.04], [1.19, 3.12, 1.43], [-2.37, 0.69, -0.63], [-3.56, 0.66, -0.87], [1.59, -1.55, -0.97], [2.25, -2.27, -1.48], [-0.58, -1.95, -3.05], [1.61, 0.28, -3.41], [-0.67, 0.30, 3.44], [-1.59, 3.09, 2.39], [-2.03, -1.95, -2.51], [-2.61, -1.11, -2.92], [-2.51, -2.88, -2.82], [-2.08, -1.88, -1.41], [-0.68, -1.64, -4.56], [-1.22, -0.70, -4.74], [0.29, -1.59, -5.05], [-1.26, -2.45, -5.03], [0.04, -3.35, -2.84], [-0.29, -4.01, -3.65], [1.13, -3.34, -2.85], [-0.30, -3.80, -1.89], [0.76, 1.11, -4.40], [-0.25, 1.28, -4.01], [1.24, 2.09, -4.53], [0.69, 0.65, -5.39], [2.51, 1.27, -2.63], [1.96, 1.79, -1.84], [3.38, 0.77, -2.18], [2.89, 2.02, -3.34], [2.53, -0.72, -4.15], [2.37, -1.75, -3.82], [2.39, -0.68, -5.24], [3.58, -0.45, -3.95], [-3.08, 2.70, 2.37], [-3.67, 3.54, 1.98], [-3.26, 1.83, 1.72], [-3.46, 2.47, 3.37], [-1.35, 4.15, 1.30], [-0.31, 4.33, 1.07], [-1.84, 3.84, 0.36], [-1.84, 5.08, 1.58], [-1.20, 3.75, 3.72], [-1.18, 4.85, 3.59], [-1.92, 3.54, 4.53], [-0.20, 3.45, 4.06], [0.28, -0.88, 3.12], [0.93, -1.13, 3.97], [-0.31, -1.76, 2.88], [0.92, -0.67, 2.26], [-2.11, -0.24, 3.43], [-2.44, -0.44, 2.40], [-2.14, -1.19, 3.99], [-2.82, 0.44, 3.91], [-0.29, 0.86, 4.82], [0.74, 1.24, 4.84], [-0.98, 1.64, 5.16], [-0.35, 0.03, 5.55], [-0.35, 0.47, -0.17], [-0.44, -1.42, 0.38], [0.53, -2.19, 0.00], [0.73, -3.60, 0.47], [-0.41, -4.31, 0.87], [1.99, -4.22, 0.55], [-0.30, -5.63, 1.32], [-1.38, -3.80, 0.81], [2.10, -5.53, 1.01], [2.89, -3.67, 0.26], [0.95, -6.25, 1.39], [-1.20, -6.18, 1.62], [3.08, -6.01, 1.06], [1.04, -7.28, 1.75], [-1.89, 4.37, -2.22], [-2.52, 3.51, -1.43], [-3.78, 3.59, -1.03], [-1.50, 2.25, -0.93], [-2.39, 5.16, -2.58], [-0.89, 4.29, -2.51], [-4.26, 2.93, -0.39], [-4.35, 4.35, -1.37]],
  "e_homo_ev": [-8.5, -10.3],
  "orbital_gap_ha": [0.2164, 0.2707],
  "e_tot_ha": -3474.2978,
  "lumo_energy_ev": [-2.6, -2.9],
  "spin_multiplicity": 3,
  "charge": 1,
  "s_squared": 2.0307,
  "relative_energy_kcal_mol": 61.1,
  "max_force_ha_per_bohr": 0.089
}